## a
7
Properties=species:S:1:pos:R:3:nbo_charge:R:1 method="wB97M-V/def2-TZVPD" total_charge=-1 e_lumo_ev="3.4 / 3.4"
C -0.584 0.356 -0.019 -0.466
N 0.494 -0.359 0.710 -0.432
O 0.642 -2.012 -0.311 -0.749
I 2.191 0.537 -0.069 0.106
H -0.467 0.431 -1.044 0.184
H -1.439 -0.181 0.191 0.190
H -0.836 1.228 0.541 0.166

---

## b
7
Properties=species:S:1:pos:R:3:nbo_charge:R:1 method="wB97M-V/def2-TZVPD" total_charge=-1 e_lumo_ev=3.2
C 0.591 -0.249 -0.442 -0.004
N 0.823 -0.595 -1.682 -0.688
O -1.051 0.309 0.721 -1.155
I 1.497 0.829 -3.016 0.055
H 1.039 0.637 -0.141 0.145
H -1.848 -0.190 0.284 0.402
H 0.192 -0.984 0.256 0.245

---

How far above the most stable structure does each one sit? In eV: a 2.480; b 0.000.

---

## a
8
Properties=species:S:1:pos:R:3:nbo_charge:R:1 method="wB97M-V/def2-TZVPD" e_lumo_ev="0.2 / 0.2"
N 0.230 -1.083 0.109 0.391
N -0.638 0.477 -0.097 -0.102
N 1.002 -0.948 1.032 -0.478
O -0.120 -1.965 -0.623 -0.400
O -1.725 0.498 0.547 -0.486
H -0.693 0.493 -1.137 0.357
H 0.115 1.088 0.275 0.365
H 1.396 -1.801 1.435 0.352

---

## b
8
Properties=species:S:1:pos:R:3:nbo_charge:R:1 method="wB97M-V/def2-TZVPD" smiles="NN[N+](=O)[O-]" e_lumo_ev=0.1
N -1.258 0.341 0.004 -0.605
N 0.103 0.626 0.222 -0.269
N 1.015 -0.332 -0.070 0.578
O 0.384 -1.462 -0.613 -0.519
O 2.204 -0.237 0.126 -0.333
H -1.332 0.272 -1.033 0.382
H -1.624 -0.416 0.432 0.368
H 0.508 1.208 0.933 0.398

---

## c
8
Properties=species:S:1:pos:R:3:nbo_charge:R:1 method="wB97M-V/def2-TZVPD" e_lumo_ev="-0.3 / -0.4"
N -0.426 0.074 -0.064 -0.559
N 0.458 -0.750 -0.706 -0.314
N 2.246 0.062 -0.085 0.517
O 2.158 1.245 0.020 -0.374
O 3.149 -0.686 0.079 -0.357
H -0.261 0.401 0.885 0.371
H -0.623 0.784 -0.668 0.369
H 0.777 -1.546 -0.162 0.347

---

How far above the most stable structure does each one sit? In eV: a 0.825; b 0.000; c 0.178.

---

## a
126
Properties=species:S:1:pos:R:3:lowdin_charge:R:1 method="wB97M-V/def2-TZVPD" e_lumo_ev=-0.1
C 2.450 -3.966 0.168 -0.061
C 2.530 -5.104 -0.831 -0.317
O 1.269 -5.377 -1.298 -0.093
H 2.040 -3.083 -0.322 0.058
H 3.420 -3.679 0.574 0.069
H 1.788 -4.184 1.006 0.087
H 2.904 -5.995 -0.328 0.119
H 3.121 -4.830 -1.705 0.113
H 1.267 -6.169 -1.840 0.116
C 1.487 -1.188 3.644 -0.063
C 2.790 -1.147 2.883 -0.312
O 2.525 -0.803 1.565 -0.095
H 0.887 -0.302 3.439 0.069
H 1.621 -1.305 4.719 0.082
H 0.888 -2.076 3.442 0.054
H 3.361 -2.067 3.008 0.118
H 3.404 -0.342 3.289 0.094
H 3.355 -0.933 1.101 0.029
C 3.004 3.848 0.027 -0.061
C 3.436 2.874 -1.078 -0.282
O 2.297 2.546 -1.807 -0.114
H 2.753 4.847 -0.330 0.078
H 3.848 4.058 0.683 0.067
H 2.210 3.441 0.653 0.056
H 3.882 1.940 -0.735 0.088
H 4.135 3.343 -1.770 0.123
H 1.724 1.973 -1.292 0.052
C -1.242 3.711 3.000 -0.063
C -1.329 2.275 3.496 -0.310
O -2.698 1.883 3.519 -0.082
H -0.186 3.959 2.889 0.056
H -1.582 4.311 3.845 0.079
H -1.773 3.974 2.085 0.062
H -0.833 2.086 4.448 0.108
H -0.782 1.676 2.769 0.078
H -3.043 2.061 2.641 0.031
C 0.949 -3.465 -4.319 -0.056
C 1.097 -1.929 -4.370 -0.319
O 0.552 -1.426 -5.581 -0.073
H -0.115 -3.682 -4.407 0.073
H 1.456 -3.976 -3.500 0.050
H 1.449 -3.809 -5.225 0.072
H 2.162 -1.716 -4.288 0.096
H 0.600 -1.365 -3.581 0.085
H 1.337 -1.287 -6.116 0.082
C -0.412 -0.731 -1.002 -0.044
C -0.497 0.328 0.080 -0.297
O 0.745 0.950 0.193 -0.099
H -0.328 -0.338 -2.015 0.060
H -1.330 -1.318 -0.997 0.064
H 0.420 -1.410 -0.811 0.065
H -0.722 -0.003 1.094 0.104
H -1.302 1.019 -0.170 0.101
H 1.286 0.330 0.688 0.037
C 0.091 1.982 -4.505 -0.076
C 1.530 1.849 -4.997 -0.324
O 2.188 3.022 -4.637 -0.088
H -0.486 1.258 -5.080 0.063
H -0.385 2.935 -4.735 0.076
H -0.048 1.835 -3.434 0.050
H 1.648 1.694 -6.070 0.114
H 1.981 1.017 -4.457 0.086
H 2.302 3.004 -3.684 0.034
C -5.375 3.986 1.495 -0.054
C -5.254 2.542 1.011 -0.308
O -3.901 2.212 0.846 -0.115
H -6.374 4.372 1.295 0.075
H -4.607 4.545 0.960 0.072
H -5.223 3.997 2.574 0.077
H -5.827 2.405 0.094 0.109
H -5.625 1.852 1.769 0.118
H -3.833 1.303 0.543 0.042
C 2.375 2.759 3.623 -0.093
C 3.781 2.467 4.077 -0.326
O 4.246 3.410 5.029 -0.072
H 2.326 3.648 2.994 0.066
H 1.710 2.853 4.481 0.077
H 2.044 1.945 2.978 0.062
H 4.380 2.470 3.167 0.114
H 3.819 1.513 4.603 0.100
H 3.759 3.267 5.844 0.080
C -3.159 -5.380 -0.996 -0.062
C -1.951 -4.692 -1.701 -0.313
O -1.076 -4.222 -0.734 -0.100
H -2.746 -6.153 -0.348 0.072
H -3.738 -5.946 -1.726 0.070
H -3.728 -4.671 -0.393 0.055
H -2.420 -3.897 -2.280 0.105
H -1.444 -5.327 -2.428 0.108
H -0.240 -4.694 -0.751 0.039
C -2.453 -2.181 3.634 -0.057
C -1.652 -2.789 2.450 -0.288
O -2.494 -2.813 1.310 -0.098
H -1.774 -2.052 4.478 0.069
H -3.298 -2.818 3.893 0.076
H -2.813 -1.179 3.401 0.064
H -1.323 -3.758 2.824 0.114
H -0.798 -2.140 2.257 0.077
H -1.970 -3.198 0.603 0.040
C -5.760 -1.923 0.080 -0.063
C -4.785 -0.857 -0.393 -0.294
O -3.953 -0.547 0.696 -0.114
H -5.225 -2.828 0.367 0.058
H -6.423 -2.189 -0.744 0.073
H -6.327 -1.589 0.949 0.081
H -5.211 0.121 -0.618 0.103
H -4.197 -1.165 -1.257 0.112
H -3.396 -1.299 0.909 0.036
C -0.323 4.980 -1.589 -0.063
C -0.987 3.845 -0.829 -0.343
O -2.234 4.305 -0.420 -0.086
H -0.769 5.210 -2.557 0.078
H 0.678 4.644 -1.859 0.050
H -0.302 5.848 -0.930 0.080
H -0.493 3.474 0.069 0.096
H -1.105 3.015 -1.526 0.098
H -2.687 3.560 -0.018 0.027
C 3.549 -0.538 -1.743 -0.066
C 4.911 -0.713 -1.097 -0.274
O 4.722 -1.333 0.160 -0.092
H 2.843 0.011 -1.120 0.050
H 3.040 -1.497 -1.844 0.067
H 3.655 -0.012 -2.692 0.086
H 5.466 0.198 -0.875 0.112
H 5.543 -1.308 -1.757 0.118
H 5.328 -2.077 0.134 0.102

---

## b
126
Properties=species:S:1:pos:R:3:lowdin_charge:R:1 method="wB97M-V/def2-TZVPD" e_lumo_ev=0.0
C -3.457 1.861 -3.393 -0.070
C -2.529 1.495 -2.220 -0.267
O -2.321 2.703 -1.479 -0.104
H -3.642 0.964 -3.984 0.079
H -3.078 2.636 -4.059 0.069
H -4.369 2.237 -2.929 0.079
H -1.598 1.058 -2.582 0.085
H -2.996 0.721 -1.611 0.109
H -2.030 3.444 -2.015 0.100
C -0.314 -0.192 0.431 -0.058
C 0.921 -0.876 -0.173 -0.232
O 0.844 -0.848 -1.612 -0.102
H -1.245 -0.679 0.141 0.065
H -0.400 0.842 0.099 0.047
H -0.289 -0.273 1.518 0.074
H 0.867 -1.907 0.175 0.103
H 1.820 -0.388 0.205 0.107
H 1.269 -0.044 -1.919 0.036
C 0.754 -2.303 4.720 -0.056
C 2.296 -2.168 4.891 -0.300
O 2.939 -2.000 3.665 -0.086
H 0.544 -3.172 4.097 0.070
H 0.359 -1.450 4.169 0.048
H 0.283 -2.241 5.701 0.085
H 2.660 -3.040 5.433 0.111
H 2.644 -1.308 5.463 0.110
H 2.869 -2.850 3.226 0.107
C -4.362 0.616 1.050 -0.084
C -4.630 2.131 1.117 -0.264
O -3.944 2.600 2.301 -0.092
H -4.731 0.062 1.912 0.068
H -3.289 0.426 1.033 0.051
H -4.889 0.245 0.171 0.071
H -5.695 2.363 1.123 0.110
H -4.221 2.657 0.254 0.086
H -3.024 2.741 2.067 0.025
C -0.403 1.050 -5.196 -0.060
C -0.114 2.564 -5.467 -0.308
O -1.163 3.034 -6.274 -0.079
H -1.403 0.950 -4.775 0.044
H 0.341 0.543 -4.581 0.057
H -0.393 0.539 -6.159 0.079
H 0.785 2.669 -6.074 0.108
H -0.038 3.135 -4.542 0.090
H -0.990 3.969 -6.405 0.085
C 5.832 1.460 1.966 -0.074
C 4.901 0.249 2.017 -0.346
O 5.086 -0.431 3.202 -0.084
H 5.480 2.320 2.535 0.064
H 6.033 1.815 0.956 0.063
H 6.808 1.231 2.394 0.073
H 5.070 -0.468 1.213 0.112
H 3.856 0.556 2.043 0.081
H 4.306 -0.954 3.399 0.020
C 4.011 0.226 -4.488 -0.084
C 3.133 -1.043 -4.643 -0.287
O 3.906 -2.249 -4.594 -0.072
H 3.406 1.132 -4.533 0.050
H 4.753 0.391 -5.269 0.075
H 4.525 0.339 -3.533 0.069
H 2.572 -0.881 -5.563 0.107
H 2.475 -1.103 -3.777 0.089
H 3.398 -2.960 -4.992 0.075
C -2.009 -3.433 -4.689 -0.072
C -0.836 -2.650 -4.079 -0.323
O -1.206 -2.270 -2.765 -0.107
H -2.278 -4.206 -3.970 0.069
H -1.755 -3.974 -5.601 0.070
H -2.854 -2.773 -4.887 0.071
H -0.618 -1.768 -4.681 0.088
H 0.072 -3.252 -4.044 0.098
H -0.457 -1.784 -2.413 0.016
C 2.155 2.965 -0.587 -0.073
C 1.538 2.463 -1.849 -0.304
O 2.462 1.507 -2.232 -0.109
H 2.492 2.207 0.120 0.075
H 1.519 3.615 0.014 0.067
H 2.946 3.665 -0.856 0.085
H 1.542 3.162 -2.686 0.120
H 0.609 2.011 -1.501 0.096
H 3.274 1.913 -2.543 0.087
C -3.587 -0.104 5.059 -0.065
C -2.199 -0.015 4.393 -0.359
O -1.379 0.816 5.092 -0.072
H -4.028 0.868 5.276 0.075
H -3.628 -0.780 5.914 0.068
H -4.301 -0.555 4.370 0.053
H -2.267 0.336 3.363 0.099
H -1.725 -0.996 4.429 0.073
H -0.905 1.306 4.416 0.024
C -2.885 -3.856 3.131 -0.072
C -2.572 -3.467 1.711 -0.344
O -3.651 -2.689 1.277 -0.075
H -2.905 -2.974 3.772 0.059
H -2.140 -4.529 3.555 0.074
H -3.866 -4.331 3.114 0.082
H -2.400 -4.338 1.079 0.107
H -1.668 -2.872 1.580 0.093
H -3.520 -2.483 0.349 0.081
C 2.134 1.819 4.413 -0.051
C 1.505 2.078 3.081 -0.295
O 0.098 2.095 3.206 -0.113
H 1.618 2.417 5.164 0.088
H 3.169 2.149 4.500 0.081
H 2.050 0.782 4.738 0.063
H 1.840 1.413 2.286 0.085
H 1.680 3.110 2.776 0.106
H -0.291 2.500 2.428 0.024
C -0.988 4.904 2.484 -0.038
C -1.503 4.364 1.140 -0.300
O -1.202 3.007 1.010 -0.138
H -1.121 5.983 2.568 0.084
H 0.080 4.717 2.591 0.064
H -1.462 4.337 3.286 0.086
H -1.094 4.882 0.273 0.113
H -2.588 4.393 1.044 0.107
H -1.399 2.706 0.121 0.039
C 0.519 -4.574 -1.408 -0.066
C 1.198 -5.865 -1.960 -0.311
O 2.559 -5.931 -1.574 -0.091
H 1.224 -3.786 -1.674 0.070
H 0.354 -4.564 -0.331 0.068
H -0.460 -4.513 -1.884 0.062
H 1.315 -5.908 -3.042 0.104
H 0.653 -6.750 -1.632 0.102
H 2.949 -6.650 -2.076 0.077

---

How far above the most stable structure does each one sit? In eV: a 0.000; b 1.471.